# C19H27N2O4

3 unconnected molecules or ions with the total composition C19H27N2O4 (the ωB97M-V functional and the def2-TZVPD basis, OMol25).

Last column: Löwdin charge in e.
Positions of all 52 atoms, in Å:
C 6.99 1.60 0.95  0.1179
C 5.78 1.41 1.05  -0.0969
C 4.24 1.25 1.13  -0.1186
N 3.48 2.23 0.30  -0.0735
C 3.95 2.83 -0.87  0.0158
C 3.17 3.80 -1.71  0.0228
C 1.78 4.14 -1.27  0.0698
C 1.24 3.48 0.01  -0.1901
N -0.08 3.74 0.51  -0.0204
C -1.11 2.73 0.08  -0.1938
C -0.57 1.54 -0.83  -0.2379
C -1.74 0.51 -1.25  -0.0908
C 2.17 2.55 0.75  0.0726
H 8.00 2.09 0.84  0.0789
H 3.86 1.26 2.21  0.1474
H 3.98 0.20 0.75  0.1477
H 5.00 2.58 -1.20  0.1388
H 3.55 4.27 -2.66  0.1241
H 1.08 4.85 -1.80  0.1279
H -0.33 4.70 0.25  0.1199
H -1.99 3.28 -0.40  0.1367
H -1.51 2.25 1.04  0.1240
H -0.14 1.92 -1.81  0.1106
H 0.15 0.94 -0.20  0.0984
H -1.19 -0.44 -1.56  0.0625
H -2.33 0.91 -2.12  0.0853
H -2.40 0.24 -0.36  0.0732
H 1.78 2.08 1.70  0.1544
O -1.51 -2.72 -0.65  0.0989
C -0.39 -3.16 -0.75  -0.4698
O 0.45 -3.33 0.31  0.0317
C 1.74 -3.75 -0.17  -0.1623
C 1.48 -4.36 -1.53  -0.1575
C 0.30 -3.54 -2.03  -0.0753
H 2.39 -2.88 -0.22  0.1184
H 2.16 -4.47 0.53  0.1302
H 2.35 -4.33 -2.18  0.1213
H 1.17 -5.40 -1.41  0.1265
H 0.63 -2.63 -2.54  0.1311
H -0.35 -4.13 -2.67  0.1340
O -7.12 -0.53 2.13  0.1245
C -6.00 -0.96 2.02  -0.4803
O -5.15 -1.13 3.07  0.0275
C -3.87 -1.56 2.59  -0.1638
C -4.14 -2.16 1.23  -0.1656
C -5.32 -1.34 0.73  -0.0788
H -3.21 -0.68 2.53  0.1182
H -3.44 -2.28 3.28  0.1267
H -3.28 -2.13 0.56  0.0777
H -4.45 -3.20 1.34  0.1268
H -5.00 -0.43 0.22  0.1231
H -5.98 -1.92 0.10  0.1300

Energy above the lowest of the compared OMol25 structures with the same formula, charge and spin: 5.2038 eV
Net charge: +1
Calculated total energy: -31300.2268 eV
LUMO: -4.6714 eV
Kohn-Sham gap: 0.2471 Eh

=====

# C40H54AsBCdF4N4O2PS

A molecular structure, C40H54AsBCdF4N4O2PS (the ωB97M-V functional and the def2-TZVPD basis, OMol25).

Last column: Löwdin charge in e.
Positions of all 109 atoms, in Å:
Cd 0.53 -0.21 0.34  1.3781
N 0.92 1.85 2.84  -0.1126
P 0.74 0.15 3.00  1.0110
C 2.23 -0.31 3.94  -0.3436
C 2.32 -0.29 5.33  -0.0819
C 3.55 -0.51 5.94  -0.0721
C 4.69 -0.75 5.17  -0.0641
C 4.60 -0.77 3.78  -0.0569
C 3.37 -0.56 3.17  -0.0976
C -0.58 0.03 4.24  -0.3898
C -0.86 -1.24 4.76  -0.1264
C -1.85 -1.40 5.72  -0.0657
C -2.57 -0.30 6.16  -0.0682
C -2.30 0.96 5.65  -0.0652
C -1.30 1.13 4.70  -0.1088
C 1.27 2.53 1.67  -0.3799
C 1.81 3.81 1.78  -0.0060
C 2.12 4.51 0.63  -0.0354
C 1.91 3.91 -0.61  -0.0476
C 1.42 2.64 -0.63  -0.1563
N 1.07 1.95 0.48  0.0029
H 1.20 2.34 3.67  0.1088
H 1.45 -0.10 5.95  0.1030
H 3.63 -0.50 7.02  0.1081
H 5.64 -0.91 5.65  0.1097
H 5.48 -0.93 3.17  0.1094
H 3.30 -0.56 2.08  0.0618
H -0.30 -2.10 4.41  0.1136
H -2.05 -2.38 6.13  0.1104
H -3.35 -0.42 6.91  0.1099
H -2.86 1.82 6.00  0.1114
H -1.07 2.11 4.31  0.0795
H 1.99 4.23 2.76  0.1203
H 2.55 5.50 0.71  0.1204
H 2.17 4.41 -1.53  0.1155
H 1.29 2.11 -1.56  0.0640
C -2.17 2.93 1.94  -0.0922
N -1.93 1.83 1.01  -0.2595
C -1.85 2.36 -0.34  -0.1132
C -2.98 0.83 1.14  -0.1965
C -2.88 -0.31 0.15  -0.1919
N -1.71 -1.18 0.31  -0.2974
C -1.85 -1.98 1.55  -0.1047
C -1.69 -2.14 -0.83  -0.1024
H -3.07 3.51 1.65  0.0989
H -1.31 3.60 1.95  0.0833
H -2.34 2.54 2.94  0.0554
H -2.83 2.71 -0.72  0.1083
H -1.45 1.61 -1.03  0.0275
H -1.16 3.21 -0.35  0.0835
H -3.98 1.29 1.00  0.1336
H -2.95 0.46 2.17  0.1080
H -2.87 0.09 -0.86  0.0920
H -3.79 -0.91 0.24  0.1326
H -2.70 -2.66 1.47  0.1013
H -2.00 -1.33 2.40  0.0503
H -0.94 -2.56 1.71  0.0616
H -2.66 -2.64 -0.92  0.0981
H -0.91 -2.88 -0.65  0.0645
H -1.46 -1.62 -1.75  0.0491
C 2.38 -4.62 1.84  -0.1931
As 2.41 -3.42 0.35  1.0037
C 2.04 -4.47 -1.21  -0.1976
C 4.20 -2.83 0.16  -0.1794
O 1.18 -2.32 0.60  -0.6366
H 3.09 -5.43 1.70  0.0467
H 1.37 -5.02 1.94  0.0417
H 2.64 -4.05 2.73  0.0399
H 2.71 -5.33 -1.24  0.0482
H 2.20 -3.85 -2.10  0.0338
H 1.00 -4.80 -1.17  0.0359
H 4.81 -3.73 0.09  0.0609
H 4.50 -2.23 1.02  0.0270
H 4.31 -2.23 -0.74  0.0450
F 4.20 1.71 0.21  0.1350
B 4.31 0.36 -0.16  -1.2016
F 5.14 -0.33 0.74  0.0867
F 4.69 0.18 -1.49  0.1242
F 2.96 -0.25 -0.03  -0.0733
O 0.08 0.10 -2.13  -0.6247
S -0.12 0.94 -3.38  0.9784
C 0.55 -0.05 -4.76  -0.2484
C -0.17 -1.33 -5.05  -0.2879
C -1.02 -1.43 -6.15  -0.0539
C -1.72 -2.61 -6.41  -0.0661
C -1.57 -3.70 -5.56  -0.0736
C -0.72 -3.61 -4.46  -0.0696
C -0.03 -2.43 -4.21  -0.0490
C -1.89 0.95 -3.75  -0.2591
C -2.44 2.30 -4.19  -0.2609
C -1.83 3.51 -3.89  -0.0660
C -2.42 4.71 -4.26  -0.0701
C -3.63 4.71 -4.94  -0.0770
C -4.24 3.50 -5.25  -0.0696
C -3.65 2.30 -4.88  -0.0441
H 1.58 -0.22 -4.43  0.1056
H 0.56 0.63 -5.62  0.1069
H -1.12 -0.59 -6.82  0.1209
H -2.37 -2.67 -7.27  0.1103
H -2.10 -4.62 -5.76  0.1087
H -0.60 -4.46 -3.81  0.1030
H 0.63 -2.36 -3.35  0.0986
H -2.32 0.64 -2.80  0.0743
H -2.10 0.17 -4.47  0.0861
H -0.88 3.53 -3.35  0.0860
H -1.93 5.65 -4.02  0.1091
H -4.09 5.64 -5.24  0.1084
H -5.18 3.49 -5.79  0.1091
H -4.13 1.36 -5.13  0.1177

Energy above the lowest of the compared OMol25 structures with the same formula, charge and spin: 0.3695 eV
Net charge: +1
Calculated total energy: -149488.0661 eV
LUMO: -1.6066 eV
Kohn-Sham gap: 0.3449 Eh

=====

# C4H11NO

3 unconnected molecules or ions with the total composition C4H11NO (the ωB97M-V functional and the def2-TZVPD basis, OMol25).

Last column: Löwdin charge in e.
Positions of all 17 atoms, in Å:
C -2.75 -0.63 0.77  -0.0672
C -1.28 -0.51 0.72  0.0805
C -0.63 0.18 -0.33  -0.3810
C -1.32 0.92 -1.28  0.1955
N 0.71 0.02 -0.42  0.1023
H -3.21 -1.37 0.09  0.1172
H -3.15 -0.84 1.77  0.0887
H -3.14 0.34 0.46  0.0728
H -0.62 -1.18 1.24  0.1281
H 4.60 0.81 -0.39  -0.0202
H -2.38 1.11 -1.21  0.0673
H -0.79 1.38 -2.11  0.0891
H 1.21 -0.43 0.35  0.0317
H 1.24 0.63 -1.01  0.1006
H 3.49 -1.04 1.49  -0.1094
H 4.99 1.15 -0.93  0.0024
O 3.04 -0.52 0.79  -0.4984

Energy above the lowest of the compared OMol25 structures with the same formula, charge and spin: 7.1641 eV
Calculated total energy: -7857.3894 eV
LUMO: -3.5860 eV
Kohn-Sham gap: 0.1144 Eh

=====

# C2H4N2

A single C2H4N2 molecule (the ωB97M-V functional and the def2-TZVPD basis, OMol25).

Last column: Löwdin charge in e.
Positions of all 8 atoms, in Å:
C -1.30 0.07 0.09  -0.0542
N -0.69 -1.14 -0.18  -0.0774
N 0.65 -1.13 0.20  -0.0947
C 1.31 0.07 -0.06  -0.0436
H -2.37 0.20 -0.19  0.0602
H -0.85 0.90 0.74  0.0761
H 0.84 0.97 -0.63  0.0818
H 2.41 0.05 0.03  0.0519

Energy above the lowest of the compared OMol25 structures with the same formula, charge and spin: 3.3821 eV
SMILES: C=NN=C
Calculated total energy: -5115.5780 eV
LUMO: -0.1680 eV
Kohn-Sham gap: 0.3591 Eh

=====

# C4H5Cl4OP

2 unconnected molecules or ions with the total composition C4H5Cl4OP (the ωB97M-V functional and the def2-TZVPD basis, OMol25).

Last column: Löwdin charge in e.
Positions of all 15 atoms, in Å:
C -1.86 1.52 1.02  -0.5683
C -0.61 1.27 0.94  -0.1352
C 0.66 -0.34 -0.44  -0.1094
C 0.69 0.82 0.56  -0.7099
O 1.23 5.17 1.20  -0.4721
P 1.22 3.99 2.06  -0.0498
Cl -2.53 2.77 2.04  0.5893
Cl 1.59 2.22 -0.19  0.6048
Cl 0.52 4.56 3.91  0.2123
Cl 3.16 3.49 2.52  0.2135
H -2.64 0.97 0.50  0.0716
H 1.68 -0.62 -0.70  0.0754
H 0.16 -1.19 0.00  0.0859
H 0.14 -0.04 -1.34  0.0805
H 1.28 0.54 1.44  0.1114

Energy above the lowest of the compared OMol25 structures with the same formula, charge and spin: 2.5327 eV
Calculated total energy: -65653.1432 eV
LUMO (spin up / spin down): -1.0101 / -2.7236 eV
Kohn-Sham gap (spin up / spin down): 0.3155 / 0.2296 Eh

=====

# C5H4

A single C5H4 molecule (the ωB97M-V functional and the def2-TZVPD basis, OMol25).

Last column: Löwdin charge in e.
Positions of all 9 atoms, in Å:
C -2.22 0.18 -1.29  0.1053
C -1.70 0.64 -0.31  -0.1675
C -0.73 0.86 0.67  -0.0713
C 0.38 0.43 0.90  -0.0621
C 1.48 -0.46 0.55  -0.0810
H -2.63 -0.28 -2.17  0.0259
H 1.63 -1.28 1.25  0.0792
H 2.42 0.05 0.35  0.0763
H 1.12 -0.88 -0.40  0.0953

Energy above the lowest of the compared OMol25 structures with the same formula, charge and spin: 1.2229 eV
SMILES: C#CC#CC
Calculated total energy: -5244.9727 eV
LUMO: 0.7171 eV
Kohn-Sham gap: 0.3629 Eh